[1]
Computed, not measured: a cluster of 2 separate species, C6H6N2O2S in total, with the ωB97M-V functional and the def2-TZVPD basis.

Computed properties:
E_HOMO (alpha / beta) (eV): -8.49 / -8.49
Spin multiplicity: 1
Kohn-Sham gap (alpha / beta) (eV): 7.2 / 7.2
Energy above the lowest of the compared OMol25 structures with the same formula, charge and spin (kcal/mol): 138.41
Maximum force (eV/A): 2.9

Last column: Mulliken charge in e.
CARTESIAN COORDINATES (ANGSTROEM)
C: -1.830 -1.790 0.095  -0.136
C: 0.148 -0.698 0.031  0.251
C: -0.555 0.429 -0.083  -0.186
C: 2.246 -1.971 0.061  -0.812
C: 1.596 -0.814 0.055  -0.407
C: 0.236 3.011 -0.358  0.183
N: -0.588 -1.920 0.134  -0.385
N: 1.103 3.219 0.423  -0.249
O: -2.947 0.484 1.103  -0.606
O: -2.896 0.283 -1.348  -0.614
S: -2.275 -0.011 -0.076  0.952
H: -2.535 -2.595 0.175  0.460
H: 3.320 -2.020 0.075  0.280
H: 1.705 -2.901 0.052  0.321
H: 2.115 0.133 0.059  0.257
H: -0.494 3.144 -1.116  0.392
H: 1.650 4.017 0.718  0.300



[2]
Computed, not measured: a structure of composition C3F27O9P3PdS3, with the ωB97M-V functional and the def2-TZVPD basis.

Computed properties:
E_HOMO (alpha / beta) (eV): 0.41 / 0.45
Spin multiplicity: 3
Kohn-Sham gap (alpha / beta) (eV): 7.9 / 7.8
Energy above the lowest of the compared OMol25 structures with the same formula, charge and spin (kcal/mol): 35.13
Maximum force (eV/A): 3.4
Total charge: -4

Last column: Mulliken spin population.
CARTESIAN COORDINATES (ANGSTROEM)
Pd: -0.035 0.203 -0.364  1.791
C: 4.540 0.271 -0.594  0.004
F: 4.212 1.515 -0.241  0.000
F: 4.668 0.145 -1.904  0.000
F: 5.720 0.008 0.008  0.001
S: 3.236 -0.923 0.151  0.005
O: 3.596 -2.252 -0.328  0.006
O: 3.379 -0.815 1.606  0.000
O: 1.968 -0.390 -0.340  0.025
C: 0.299 0.803 4.305  0.006
F: -0.991 0.568 4.577  0.000
F: 0.824 1.589 5.260  0.001
F: 1.019 -0.293 4.224  0.000
S: 0.463 1.861 2.751  0.003
O: 1.844 2.348 2.816  0.002
O: 0.180 1.025 1.564  0.010
O: -0.474 2.942 2.943  0.005
C: -4.794 0.108 -0.187  0.004
F: -4.723 -1.174 -0.590  0.000
F: -4.662 0.831 -1.293  0.000
F: -5.998 0.208 0.412  0.000
S: -3.309 0.391 0.991  0.008
O: -3.511 -0.661 1.990  0.006
O: -2.079 0.168 0.252  0.027
O: -3.549 1.718 1.534  -0.001
P: -0.036 3.354 -1.417  0.003
F: 1.155 2.638 -0.588  0.008
F: 1.017 3.607 -2.658  0.001
F: -0.475 1.908 -2.055  0.014
F: -1.224 4.132 -2.241  0.000
F: -0.972 3.219 -0.136  0.001
F: 0.424 4.792 -0.813  0.000
P: -0.231 -3.431 0.789  0.002
F: -0.858 -4.384 -0.382  0.002
F: -0.246 -4.711 1.799  0.000
F: 1.265 -3.757 0.338  0.000
F: 0.316 -2.438 1.954  0.000
F: -0.324 -2.131 -0.188  0.014
F: -1.777 -3.154 1.236  0.000
P: 0.043 -1.420 -3.587  0.005
F: 1.057 -0.222 -4.019  0.000
F: -1.101 -0.672 -4.519  0.002
F: 0.465 -2.361 -4.845  0.000
F: -1.126 -2.517 -3.196  0.001
F: 1.177 -2.128 -2.693  0.000
F: -0.374 -0.517 -2.322  0.044



[3]
Computed, not measured: a cluster of 3 separate species, HNO4 in total, with the ωB97M-V functional and the def2-TZVPD basis.

Computed properties:
E_HOMO (alpha / beta) (eV): -0.43 / -0.43
Spin multiplicity: 1
Kohn-Sham gap (alpha / beta) (eV): 5.5 / 6.6
Energy above the lowest of the compared OMol25 structures with the same formula, charge and spin (kcal/mol): 88.08
Maximum force (eV/A): 1.5
Total charge: -2

Last column: Mulliken charge in e.
CARTESIAN COORDINATES (ANGSTROEM)
N: 0.357 0.522 3.510  0.604
O: 1.456 1.044 3.596  -0.512
O: 0.306 -1.643 4.091  -0.585
O: -0.702 -0.495 -6.833  -1.117
O: -0.693 1.143 3.404  -0.507
H: -0.724 -0.572 -7.768  0.117



[4]
Computed, not measured: an isolated molecule of C23H38O, with the ωB97M-V functional and the def2-TZVPD basis.

Computed properties:
E_HOMO (eV): -8.60
Spin multiplicity: 1
Kohn-Sham gap (eV): 9.4
Energy above the lowest of the compared OMol25 structures with the same formula, charge and spin (kcal/mol): 6.15
Maximum force (eV/A): 0.4

Last column: Mulliken charge in e.
CARTESIAN COORDINATES (ANGSTROEM)
C: 3.335 2.747 1.470  -1.063
C: 3.952 2.277 0.175  0.464
O: 5.103 2.498 -0.105  -0.583
C: 3.026 1.529 -0.761  -0.406
H: 3.609 1.195 -1.622  0.343
C: 2.329 0.326 -0.114  0.262
C: 3.332 -0.673 0.378  -0.727
C: 3.293 -1.992 0.231  0.761
C: 4.374 -2.868 0.791  -1.651
H: 3.946 -3.614 1.460  0.330
H: 4.882 -3.398 -0.014  0.330
H: 5.111 -2.286 1.340  0.387
C: 2.174 -2.732 -0.450  -0.962
H: 1.822 -2.187 -1.328  0.371
H: 2.534 -3.706 -0.788  0.509
C: 0.986 -2.945 0.507  -0.257
C: -0.088 -3.749 -0.155  -1.054
C: -1.233 -3.295 -0.651  0.911
C: -2.223 -4.215 -1.303  -1.702
H: -2.346 -3.951 -2.354  0.313
H: -3.197 -4.123 -0.823  0.311
H: -1.901 -5.251 -1.241  0.425
C: -1.665 -1.855 -0.581  -0.131
H: -2.331 -1.634 -1.417  0.599
H: -0.805 -1.188 -0.659  -0.342
C: -2.412 -1.555 0.731  -0.647
C: -2.825 -0.117 0.768  -0.018
C: -4.067 0.343 0.832  0.750
C: -5.266 -0.565 0.930  -1.837
H: -6.178 0.015 1.052  0.418
H: -5.367 -1.170 0.030  0.319
H: -5.177 -1.238 1.781  0.391
C: -4.417 1.810 0.816  -1.014
H: -4.912 2.052 1.763  0.466
H: -5.154 1.970 0.022  0.416
C: -3.252 2.775 0.606  -0.960
C: -2.584 2.575 -0.722  -0.501
C: -1.336 2.916 -1.017  1.274
C: -0.421 3.560 -0.011  -1.482
H: -0.906 4.409 0.467  0.448
H: -0.152 2.849 0.772  0.211
H: 0.491 3.910 -0.489  0.436
C: -0.745 2.669 -2.372  -1.497
H: -0.403 3.605 -2.815  0.404
H: 0.116 2.004 -2.294  0.204
H: -1.472 2.214 -3.039  0.386
H: -3.203 2.120 -1.483  0.272
H: -2.532 2.668 1.420  0.428
H: -3.643 3.798 0.657  0.380
H: -1.998 0.573 0.693  0.371
H: -3.273 -2.216 0.816  0.400
H: -1.743 -1.766 1.571  0.252
H: 0.140 -4.803 -0.255  0.333
H: 0.614 -1.975 0.834  0.190
H: 1.341 -3.481 1.391  0.346
H: 4.176 -0.235 0.897  0.300
H: 1.711 0.667 0.722  0.137
H: 1.661 -0.129 -0.847  -0.082
H: 2.271 2.238 -1.111  0.212
H: 3.978 3.490 1.935  0.396
H: 2.346 3.164 1.300  0.165
H: 3.240 1.900 2.148  0.293



[5]
Computed, not measured: a structure of composition C20H18Cl3CoN2O2S, with the ωB97M-V functional and the def2-TZVPD basis.

Computed properties:
E_HOMO (alpha / beta) (eV): -4.73 / -4.66
Spin multiplicity: 2
Kohn-Sham gap (alpha / beta) (eV): 7.5 / 7.4
Maximum force (eV/A): 0.5
Total charge: -1

Last column: Mulliken spin population.
CARTESIAN COORDINATES (ANGSTROEM)
Co: 0.095 0.042 0.553  1.070
Cl: -7.209 -0.038 -0.811  0.000
C: -5.568 0.030 -0.203  -0.005
C: -5.032 1.242 0.188  0.003
C: -3.736 1.280 0.666  -0.006
Cl: -3.089 2.811 1.176  -0.001
C: -2.908 0.138 0.784  0.002
O: -1.711 0.179 1.259  0.017
C: -3.530 -1.064 0.366  -0.004
Cl: -2.596 -2.526 0.460  -0.001
C: -4.822 -1.131 -0.117  0.002
H: -5.611 2.152 0.125  0.000
H: -5.237 -2.081 -0.423  0.000
O: 1.899 0.272 1.365  0.004
N: 2.866 -0.517 0.918  0.006
C: 4.134 -0.130 1.193  0.000
C: 5.214 -0.868 0.806  0.002
C: 4.976 -2.058 0.102  0.001
C: 3.690 -2.436 -0.170  -0.003
C: 2.572 -1.659 0.229  0.004
S: 0.964 -2.077 -0.093  0.044
H: 4.187 0.798 1.739  0.001
H: 6.209 -0.521 1.042  0.000
H: 5.803 -2.675 -0.226  0.000
H: 3.469 -3.346 -0.708  -0.001
C: 2.977 3.532 0.774  0.000
N: 1.688 4.193 0.770  0.002
C: 1.509 4.964 1.978  0.001
C: 0.603 3.224 0.602  -0.008
C: 0.571 2.594 -0.774  -0.165
C: 0.767 3.416 -1.882  -0.001
C: 0.704 2.903 -3.168  0.003
C: 0.435 1.553 -3.347  -0.002
C: 0.241 0.736 -2.241  -0.048
C: 0.310 1.223 -0.930  0.080
H: 3.780 4.274 0.769  0.000
H: 3.072 2.908 -0.115  0.000
H: 3.100 2.883 1.657  0.001
H: 2.293 5.721 2.060  0.000
H: 1.545 4.341 2.891  0.000
H: 0.544 5.472 1.956  0.000
H: -0.337 3.749 0.784  0.007
H: 0.667 2.433 1.367  -0.002
H: 0.982 4.466 -1.721  -0.001
H: 0.860 3.552 -4.023  0.000
H: 0.381 1.137 -4.347  -0.001
H: 0.044 -0.319 -2.398  0.001



[6]
Computed, not measured: a structure of composition C24H43Br24O4P, with the ωB97M-V functional and the def2-TZVPD basis.

Computed properties:
E_HOMO (eV): -9.93
Spin multiplicity: 1
Kohn-Sham gap (eV): 9.4
Maximum force (eV/A): 4.3

Last column: Mulliken charge in e.
CARTESIAN COORDINATES (ANGSTROEM)
C: 4.039 3.325 0.463  -0.786
C: 5.460 2.714 0.031  -0.607
C: 5.243 1.209 -0.456  -0.101
C: 5.306 1.089 -2.026  -0.466
C: 5.391 -0.420 -2.563  -0.446
C: 4.244 -1.275 -1.853  0.624
C: 3.592 -2.325 -2.870  -1.010
C: 2.175 -2.758 -2.250  -0.442
C: 2.460 -3.792 -1.084  -0.574
C: 2.110 -3.335 0.388  -0.885
C: 0.739 -2.569 0.590  -0.201
C: -0.507 -3.298 -0.033  -0.349
C: -1.838 -2.422 0.250  -0.107
C: -2.609 -2.206 -1.124  -0.597
O: -4.029 -1.917 -0.942  0.222
P: -4.434 -0.367 -0.467  0.270
O: -5.367 -0.466 0.743  -0.700
O: -3.141 0.595 -0.025  -0.017
O: -5.268 0.420 -1.680  -0.325
C: -5.543 1.817 -1.343  -0.433
C: -4.462 2.820 -1.922  0.695
H: 4.043 4.432 0.244  0.318
H: 3.849 3.197 1.563  0.242
H: 3.207 2.787 -0.060  0.072
H: 6.106 2.741 0.957  0.272
H: 5.901 3.364 -0.765  0.342
H: 4.216 0.907 -0.110  -0.023
H: 5.961 0.484 0.018  0.363
H: 6.199 1.637 -2.436  0.526
H: 4.386 1.526 -2.493  -0.235
H: 5.329 -0.471 -3.680  0.410
H: 6.384 -0.805 -2.205  -0.069
H: 3.410 -0.580 -1.547  -0.096
H: 4.644 -1.831 -0.957  -0.154
H: 4.212 -3.251 -2.991  0.166
H: 3.466 -1.862 -3.888  0.482
H: 1.546 -3.225 -3.067  0.356
H: 1.664 -1.811 -1.942  0.192
H: 3.574 -3.985 -1.116  0.231
H: 1.910 -4.745 -1.287  0.435
H: 2.930 -2.749 0.883  0.211
H: 2.015 -4.290 0.993  0.409
H: 0.846 -1.523 0.191  -0.154
H: 0.610 -2.441 1.707  0.486
H: -0.402 -3.370 -1.147  0.276
H: -0.700 -4.281 0.473  0.196
H: -1.498 -1.461 0.715  0.134
H: -2.532 -2.963 0.949  0.266
H: -2.079 -1.489 -1.818  0.094
H: -2.571 -3.206 -1.651  0.387
H: -3.176 0.606 0.950  0.205
H: -6.504 2.047 -1.888  0.341
H: -5.685 1.949 -0.233  0.303
H: -4.899 3.322 -2.823  0.437
H: -3.497 2.319 -2.179  -0.818
H: -4.259 3.569 -1.103  -0.262
C: -0.440 3.006 4.151  -0.482
Br: 0.213 1.399 3.292  0.094
Br: 0.945 3.896 5.172  -0.042
Br: -1.283 4.198 2.880  0.129
H: -1.205 2.701 4.857  0.387
C: -4.268 6.247 0.459  -0.394
Br: -5.397 7.770 0.844  -0.016
Br: -2.392 6.667 0.701  -0.067
Br: -4.792 4.687 1.480  -0.021
H: -4.407 6.003 -0.589  0.413
C: -8.152 -2.587 1.322  -0.200
Br: -7.971 -4.509 1.462  -0.035
Br: -7.874 -1.975 -0.491  -0.051
Br: -9.840 -1.964 2.039  -0.053
H: -7.366 -2.148 1.930  0.295
C: 3.289 -0.980 5.414  -0.349
Br: 3.588 -2.887 5.562  -0.025
Br: 3.699 -0.327 3.644  0.000
Br: 1.502 -0.489 5.971  -0.042
H: 3.978 -0.496 6.098  0.359
C: 0.094 2.406 -2.089  -0.463
Br: 0.248 1.628 -0.319  0.155
Br: 1.619 2.023 -3.215  -0.038
Br: -1.565 1.867 -2.919  -0.102
H: 0.053 3.483 -1.965  0.464
C: -5.742 -5.323 -2.045  0.045
Br: -5.007 -5.143 -3.828  -0.060
Br: -6.995 -6.795 -1.927  -0.046
Br: -4.351 -5.457 -0.705  -0.010
H: -6.298 -4.413 -1.837  0.012
C: 7.847 -4.004 -2.502  -0.366
Br: 6.640 -3.601 -1.041  0.049
Br: 8.640 -2.405 -3.252  -0.024
Br: 9.194 -5.295 -1.983  -0.043
H: 7.254 -4.463 -3.287  0.420
C: -3.140 7.151 5.207  0.139
Br: -4.276 8.671 5.588  -0.045
Br: -1.266 7.574 5.454  -0.004
Br: -3.666 5.589 6.226  -0.019
H: -3.276 6.907 4.158  -0.073